Here is 2 unconnected molecules or ions with the total composition C29H43BrF3IN3O4S from OMol25. Energies are from ωB97M-V with the def2-TZVPD basis set.

```
85
Properties=species:S:1:pos:R:3:forces:R:3
C -0.417464 0.171424 -1.903351 -3.0 2.9 0.2
F -9.051706 -0.833767 -3.750092 2.8 1.3 1.6
H -6.087326 4.962092 -1.244291 0.6 -1.5 0.3
C -0.041183 -1.375332 -1.849565 -0.2 0.9 1.5
I 0.306246 -2.202621 -3.841345 -0.2 0.2 0.6
H -2.641068 -0.310293 -1.346687 1.2 1.7 -0.5
H 1.257151 0.280320 0.245077 -0.1 -1.7 0.2
H 1.084737 -4.595539 5.801803 0.1 0.0 -0.1
C -3.202737 4.729311 -1.681572 0.9 0.6 -0.3
H -8.704931 1.226606 -1.808422 1.1 -0.1 -1.4
O 2.324171 -2.206095 3.147196 -1.3 -1.9 5.4
C 0.024359 2.830545 -2.246603 -0.6 -2.6 0.2
O 0.174548 5.984906 -4.377935 0.7 -4.2 0.3
H 5.138836 -2.482658 3.465222 -0.3 0.1 0.1
H -2.953222 7.017339 -1.870020 -1.2 -1.4 0.2
H -4.616259 6.291202 -2.455035 1.3 0.2 1.2
H 2.371219 -0.035478 -2.608081 -0.8 1.6 0.3
H 1.620552 -6.096972 5.059089 0.0 0.3 -0.2
C 3.612186 -2.330690 5.014201 0.5 2.2 3.8
C 1.929651 -5.076195 5.299098 0.2 0.1 0.5
H 1.506032 1.942624 -4.660208 1.4 -0.8 0.3
C 2.328433 -4.304330 4.016144 -3.0 -3.1 1.1
H -8.354186 1.732227 -3.581563 0.7 -0.8 1.1
H 2.519771 -2.391028 6.918874 0.1 0.0 -0.1
C -5.805270 3.861676 -1.163866 0.5 -1.0 -1.3
O 2.222264 4.695145 -4.978097 -3.5 -1.2 1.6
N 2.396361 -2.836208 4.301067 4.3 1.6 -8.7
H 2.757173 1.640849 -1.922979 -1.0 -0.9 -0.9
H -6.138159 3.409613 -0.171053 0.5 0.7 -1.3
C 4.923378 -2.926536 4.445157 0.0 -1.0 -1.1
H 2.465062 -0.516477 -4.924422 1.4 1.4 -0.1
H 5.789365 -4.785919 3.790813 -0.1 0.1 0.0
H 2.815465 -0.313480 5.376541 0.1 -0.1 0.0
H 0.085780 3.651610 -5.033530 0.4 0.6 0.9
C 2.072903 1.068570 -2.644355 0.0 0.4 -0.5
H 0.689183 -1.224632 1.277170 0.8 0.9 -1.6
H 2.443399 -1.007885 0.791596 -1.7 0.3 -0.6
C 2.459839 1.568759 -4.155804 0.9 0.2 0.9
C 3.663221 -4.862203 3.463514 1.2 0.8 -0.2
H -5.977826 3.355398 -3.340394 -1.1 -0.4 1.3
F -6.772519 -0.610124 -3.965424 -2.6 0.4 1.9
H 0.773367 4.888233 -1.819699 0.3 -0.9 -1.8
H -0.946290 -1.954804 -1.421272 1.4 1.2 -0.9
H 2.104856 3.722258 -2.334717 -1.4 0.5 -1.0
H 3.810451 -4.520983 2.431410 -0.3 0.1 0.1
C 3.174158 0.396516 -4.990878 -2.4 0.0 -0.5
H -4.221934 6.405025 -0.613258 0.6 0.0 -1.8
H 3.251372 0.656268 -6.112293 0.4 -0.3 2.0
H 5.765867 -2.660038 5.090327 -0.5 0.3 0.2
C -3.777565 6.248280 -1.668157 0.1 -1.5 0.4
H 3.903910 -0.390134 3.977679 -0.1 -0.1 0.1
C -4.227646 3.587413 -1.406718 1.9 -1.7 0.2
C -2.431550 2.021435 -1.618655 0.7 -0.2 -0.1
H 3.620877 -5.954709 3.418124 -0.5 0.2 0.2
C 4.875907 -4.442477 4.286951 -0.2 0.1 0.2
H 3.726356 -3.679947 6.779551 -0.1 0.0 -0.1
C 1.211454 -1.742639 -0.912375 0.2 -0.6 0.5
C 0.544750 1.351849 -2.260816 -2.1 1.5 0.4
H 4.237750 -2.058889 7.097395 -0.1 0.1 -0.4
C -7.870442 -0.383182 -3.084605 0.9 -1.0 -0.4
O -6.658449 1.682564 -2.220010 -1.5 0.2 -0.7
Br 4.910139 -0.204905 -4.227365 -0.9 0.5 -0.4
H -7.648912 3.539340 -2.520288 1.5 -0.4 0.4
H 1.375966 -4.282528 2.010602 0.0 0.1 0.2
C 1.358504 -0.846140 0.410792 1.0 -0.5 0.4
C -1.486299 3.203337 -1.922059 2.1 -1.8 -0.4
H 1.035841 -2.830906 -0.551373 0.3 1.7 -0.7
H 2.739016 -5.188490 6.015543 0.0 0.1 0.0
N -3.829021 2.221075 -1.352015 2.0 4.3 -0.8
F -7.684996 -1.239479 -1.966115 -0.4 2.0 -2.5
N -1.807706 4.605507 -1.946867 -4.9 -4.1 1.2
H 2.216938 -1.780534 -1.480554 -1.8 0.3 0.8
H 4.561930 -0.441995 5.596129 -0.1 -0.4 0.0
C -1.898958 0.540074 -1.588489 2.9 1.3 -0.9
H 4.862379 -4.930379 5.265643 0.0 0.0 -0.1
C 1.040823 4.054386 -2.573577 -1.4 -1.7 1.8
C -6.590316 3.121070 -2.388535 0.5 0.8 -0.2
S 0.842061 4.626535 -4.348003 3.0 5.0 -1.2
H 0.228702 -4.286493 3.363453 0.1 0.0 0.0
C 3.723473 -0.780339 4.982808 -0.4 0.0 -0.9
C 1.194185 -4.668039 3.017809 0.2 0.9 -0.5
H 1.101390 -5.751650 2.915458 0.2 0.2 0.3
C 3.509952 -2.643941 6.528724 -0.1 -0.5 0.2
H 3.174666 2.472195 -4.042827 -1.2 -1.5 -0.5
C -7.941786 1.172131 -2.676515 -0.7 -0.7 0.5
```
Forces are in eV/Å.

Results
Frontier orbital gap ... 2.412 eV
HOMO energy ... -10.24 eV
E_tot ... -140542.5500 eV
Net charge ... +1

***

Here is C2H4N4O in the gas phase from OMol25. Energies are from ωB97M-V with the def2-TZVPD basis set.

```
11
Properties=species:S:1:pos:R:3:forces:R:3
N 2.508421 0.359392 0.141016 0.0 1.9 -0.4
H -1.814590 -1.504672 0.091432 -0.4 2.6 0.1
N 0.414669 0.015269 -0.238590 5.4 -0.4 1.2
H -2.642088 0.303004 -0.407506 0.9 -2.3 2.4
N 2.273300 -0.918720 -0.055209 2.5 -1.4 0.7
C -1.817228 -0.318901 0.232882 -2.6 -1.2 0.4
O -0.801243 0.258234 -0.493887 -1.8 1.3 -2.4
N 1.097788 -1.198323 -0.305978 -3.7 0.2 -0.2
H 1.210849 2.147170 -0.323742 0.2 -3.5 1.5
H -1.780839 -0.107726 1.384037 -0.1 0.0 -2.1
C 1.350958 0.965277 -0.024457 -0.4 2.7 -1.2
```
Forces are in eV/Å.

Results
Frontier orbital gap ... 10.799 eV
HOMO energy ... -10.16 eV
Energy above the lowest of the compared OMol25 structures with the same formula, charge and spin ... 5.616 eV
E_tot ... -10141.5192 eV
SMILES ... COn1cnnn1

***

Here is 4 unconnected molecules or ions with the total composition C4H17N2O4 from OMol25. Energies are from ωB97M-V with the def2-TZVPD basis set.

```
27
Properties=species:S:1:pos:R:3:forces:R:3
H -0.834703 2.905368 1.708188 -0.1 -0.3 0.0
C -1.169509 1.386885 -0.942344 -1.3 1.1 -0.1
O -0.204156 -2.669494 -1.538202 -0.1 -0.4 0.2
C 0.097473 2.412426 2.000935 -0.8 0.2 -0.1
O 0.049120 -1.015585 0.840967 0.1 0.0 0.1
O 3.211992 -0.450553 -0.093040 0.2 0.0 0.0
H -4.018496 -1.153413 0.079334 0.0 0.2 -0.2
H 0.517222 -0.991010 -1.307965 -0.2 -0.3 0.1
H 2.893493 -0.666725 0.791334 0.0 -0.1 0.0
H 4.128964 -0.761446 -0.116762 -0.2 0.1 -0.1
H 0.264494 2.718936 3.024739 0.4 0.0 0.1
H 0.850563 2.806824 1.338090 0.5 0.0 0.1
H -1.232464 2.320241 -1.517138 0.6 -0.4 -0.2
H -0.218496 -3.555889 -1.925588 0.1 0.3 -0.2
C 0.193056 0.936178 -0.510091 0.7 -0.1 0.9
H -1.746233 0.628589 -1.445998 0.1 -0.5 -0.3
H -1.825692 1.623042 -0.105402 0.3 -0.2 0.4
C 0.101253 0.211620 0.845168 -0.3 -0.7 -0.4
H 0.904520 1.747320 -0.422315 0.0 0.3 -0.1
H -2.552587 -1.445545 0.264018 0.0 0.2 -0.2
H 0.494077 0.245733 -2.404285 0.2 -0.1 -0.3
O -3.153100 -0.897862 -0.266276 0.1 -0.4 0.5
H -0.399546 -2.835855 -0.606672 0.1 0.2 0.0
N 0.015161 0.955693 1.944299 0.1 0.9 0.1
N 0.811454 -0.016392 -1.475718 -0.4 0.3 -0.3
H -0.169274 0.506839 2.824252 0.0 -0.5 -0.1
H 1.831627 0.001037 -1.413012 0.2 -0.1 0.1
```
Forces are in eV/Å.

Results
Frontier orbital gap ... 11.155 eV
HOMO energy ... -13.77 eV
Energy above the lowest of the compared OMol25 structures with the same formula, charge and spin ... 0.721 eV
E_tot ... -15589.0152 eV
Net charge ... +1

***

Here is 2 unconnected molecules or ions with the total composition C4H11O2S from OMol25. Energies are from ωB97M-V with the def2-TZVPD basis set.

```
18
Properties=species:S:1:pos:R:3:forces:R:3
O 2.120653 1.199704 0.049423 0.0 0.0 -0.5
C -0.428504 -1.001612 0.506437 0.4 -0.8 -0.1
H 0.455054 -0.997756 -0.150149 0.2 -0.2 0.1
H -1.060821 -0.254171 0.041163 -0.5 0.3 0.1
H -3.319629 0.583936 -5.841904 0.0 -0.3 0.1
H 1.694982 0.480234 -0.437689 0.0 0.1 0.2
C 0.635385 0.809760 1.979728 0.0 0.0 0.1
S -1.173379 -2.678233 0.496184 0.0 0.3 -0.2
H 0.643005 1.214072 2.995288 0.0 -0.2 0.2
H -0.940409 -0.504416 2.518153 0.0 -0.4 0.1
C 2.047458 0.897800 1.428235 0.6 -0.9 0.3
H 0.651463 -1.293958 2.368362 -0.2 -0.3 0.0
H 2.564335 -0.067111 1.632030 -0.2 0.3 -0.1
H 2.670224 1.649056 1.918301 -0.3 0.2 0.0
H -3.464224 -0.899937 -6.302793 0.0 0.1 0.3
C -0.036570 -0.582656 1.911971 0.4 1.2 0.1
H 0.023140 1.493550 1.416084 -0.3 0.5 -0.3
O -3.082162 -0.048260 -6.528824 0.1 0.2 -0.3
```
Forces are in eV/Å.

Results
Frontier orbital gap ... 5.397 eV
HOMO energy ... -2.43 eV
Energy above the lowest of the compared OMol25 structures with the same formula, charge and spin ... 0.307 eV
E_tot ... -19257.1357 eV
Net charge ... -1